(1)
{"formula": "C11H14ClN2O6RuV", "method": "ωB97M-V/def2-TZVPD", "species": ["Cl", "H", "C", "C", "Ru", "O", "O", "C", "C", "C", "C", "H", "H", "H", "O", "H", "N", "H", "H", "O", "H", "H", "C", "H", "C", "H", "C", "H", "V", "H", "H", "O", "O", "C", "C", "N"], "coordinates": [[0.5775, 0.7118, -1.9279], [-2.7671, -0.7899, 3.3753], [-0.2818, 3.6025, -3.0988], [-2.5886, -2.6012, 2.2641], [-0.3222, -0.4357, -0.0471], [-1.6860, -0.5252, 1.5272], [-1.2821, -2.3293, 0.2167], [-2.9666, -1.8477, 3.3771], [1.4831, -1.0711, 0.5650], [-1.7922, -1.8167, 1.2580], [2.8516, 1.5834, -3.5916], [-2.6099, -4.5147, 1.2534], [2.1870, 0.8814, -4.1318], [3.8549, 4.4424, -1.8885], [-3.5456, -6.5697, 2.1415], [-0.7658, 2.7882, -3.6721], [-4.0445, -1.6580, 5.5784], [1.6181, -1.1404, 1.6708], [2.2405, -0.3957, 0.1072], [-4.6218, -2.2690, 6.4922], [-0.7268, 3.7247, -2.0890], [-0.3767, 4.5720, -3.6213], [-3.9767, -3.7858, 4.3332], [-4.5025, -4.2561, 5.1536], [2.7282, 4.4988, -1.9753], [3.6334, 1.9847, -4.2585], [-3.6827, -2.4211, 4.4260], [1.6584, -2.0900, 0.1328], [1.6960, 3.0503, -2.5985], [2.2541, 5.4656, -1.6270], [3.3661, 1.0823, -2.7451], [-4.4946, -6.4740, 4.1187], [-3.7599, -0.4545, 5.6315], [-2.8712, -3.9806, 2.1625], [-3.6137, -4.5561, 3.2125], [-3.9119, -5.9544, 3.1557]], "mulliken_spin": [0.08, 0.00, -0.10, 0.00, 2.86, 0.10, 0.07, 0.01, -0.16, -0.01, -0.10, 0.00, 0.00, 0.03, 0.00, 0.00, 0.00, 0.02, 0.02, 0.00, 0.00, 0.02, 0.00, 0.00, 0.71, 0.02, 0.00, 0.00, 2.42, 0.03, 0.00, 0.00, 0.00, 0.01, 0.00, 0.00], "homo_lumo_gap_ha": [0.219, 0.228], "spin_multiplicity": 7, "energy_ha": -2487.1372, "e_homo_ev": [-8.02, -8.48]}


(2)
{"formula": "C11H14F3N4O3S2Sc", "method": "ωB97M-V/def2-TZVPD", "species": ["N", "S", "H", "C", "N", "F", "Sc", "H", "H", "H", "H", "C", "H", "C", "O", "H", "S", "C", "N", "C", "N", "C", "H", "C", "C", "O", "H", "F", "C", "H", "H", "H", "O", "F", "H", "H", "C", "C"], "coordinates": [[-0.3588, -0.7873, -2.8902], [-1.8344, -1.6884, -0.7721], [1.2200, 3.4850, 0.3334], [-0.1361, -1.0996, -4.2355], [0.2161, 0.2219, -2.1060], [3.2362, -3.1581, 0.6703], [-0.2233, -0.0784, 0.2140], [0.0891, 0.2180, 3.6449], [1.1159, 2.1553, 2.5264], [0.7878, -0.8476, -6.0958], [-0.0158, 4.5080, 1.0418], [-2.3182, 0.8363, 1.3508], [-2.1726, -3.2375, -3.4081], [3.0452, -2.0513, -0.0014], [3.2307, -0.4414, 2.1165], [1.2345, 0.1470, -2.1632], [2.3151, -0.7626, 1.0963], [0.1422, 3.6124, 0.4365], [-0.8651, -2.1216, -4.5370], [-1.2377, -1.6778, -2.3709], [-1.5326, -2.4539, -3.3986], [-1.6757, 0.2231, 2.4200], [-0.0360, 1.1289, -2.5012], [-1.7128, 1.9138, 0.6799], [-0.4861, 2.4349, 1.1183], [0.9906, -1.3188, 1.4786], [-2.1335, -0.6201, 2.9210], [4.1578, -1.6151, -0.5399], [0.7788, -0.3548, -5.1265], [1.7979, -0.3461, -4.7355], [-0.3050, 3.7998, -0.5384], [-3.2689, 0.4665, 0.9896], [1.9280, 0.3200, 0.1345], [2.1256, -2.2588, -0.9735], [0.4455, 0.6750, -5.2677], [-2.2028, 2.3503, -0.1826], [0.1475, 1.7975, 2.1961], [-0.4337, 0.7107, 2.8355]], "lowdin_charge": [-0.07, 0.80, 0.10, -0.28, 0.09, 0.22, 0.95, 0.15, 0.16, 0.11, 0.12, -0.12, 0.19, -0.67, -0.15, 0.13, 0.62, 0.00, 0.18, -0.67, 0.09, -0.06, 0.15, -0.07, -0.28, -0.34, 0.15, 0.21, 0.03, 0.10, 0.09, 0.13, -0.36, 0.11, 0.10, 0.14, -0.02, -0.04], "charge": 2, "homo_lumo_gap_ha": 0.312, "relative_energy_kj_mol": 4.0, "energy_ha": -2728.5769, "e_homo_ev": -16.34}


(3)
{"formula": "C11H14GaN2OP", "method": "ωB97M-V/def2-TZVPD", "species": ["C", "H", "H", "N", "H", "H", "N", "C", "C", "H", "C", "C", "H", "C", "H", "H", "Ga", "C", "O", "C", "C", "P", "H", "H", "H", "H", "H", "C", "H", "C"], "coordinates": [[0.8670, 0.1704, 1.0058], [-2.7160, 1.4535, -3.4202], [1.4426, 2.5262, -2.5227], [1.9034, 1.1335, 4.3736], [1.7600, 0.4118, 0.4245], [1.3669, -0.1187, -3.1070], [-0.1275, -0.5570, 0.3850], [-1.5697, -0.2204, 2.2368], [-0.5203, 0.3129, 2.9783], [-2.1626, -1.0184, 0.2827], [-0.8460, 0.2173, -3.3354], [0.7258, 0.5030, 2.3482], [-1.0507, 3.5171, -2.8091], [0.5575, 1.9777, -2.8151], [2.7499, 1.3856, 4.8588], [-1.5322, -3.8805, -2.0731], [0.8911, -1.7765, -0.8448], [-0.7749, 2.4756, -2.8912], [3.0178, 1.2077, 2.3961], [0.5183, 0.5782, -3.0880], [-1.3684, -0.6197, 0.9208], [-0.3529, -3.6301, -1.2718], [-2.5594, -0.3721, 2.6728], [-0.6576, 0.5988, 4.0210], [-0.5100, -4.2613, 0.0032], [0.6934, -4.3905, -1.9213], [-1.2128, -0.8043, -3.5131], [-1.6457, 1.4080, -3.2299], [1.1307, 0.8038, 4.9205], [1.9824, 0.9689, 3.0147]], "lowdin_charge": [-0.08, 0.06, 0.06, 0.17, 0.11, 0.02, -0.10, -0.04, 0.01, 0.13, -0.23, -0.10, 0.06, -0.19, 0.12, -0.08, 0.41, -0.18, 0.06, -0.26, -0.08, 0.58, 0.12, 0.11, -0.08, -0.07, 0.05, -0.19, 0.08, -0.47], "homo_lumo_gap_ha": 0.171, "relative_energy_kj_mol": 73.7, "energy_ha": -2878.2775, "e_homo_ev": -5.81}


(4)
{"formula": "C11H14IrN2O5S", "method": "ωB97M-V/def2-TZVPD", "species": ["H", "C", "N", "H", "N", "O", "O", "H", "H", "O", "H", "C", "C", "H", "H", "S", "C", "C", "H", "H", "H", "C", "H", "C", "C", "Ir", "C", "C", "O", "O", "C", "H", "H", "H"], "coordinates": [[2.2439, 1.0253, 2.6959], [0.2370, 1.8195, -0.9163], [-0.9757, 0.8036, 0.8784], [-2.9342, 0.0666, 0.3807], [0.4570, -3.9028, 0.2473], [0.7691, 2.8038, -1.2791], [0.8595, 0.5734, -0.9811], [-0.2622, -3.2444, 0.5644], [-2.5796, 0.0835, 2.1089], [1.3975, 0.7640, 2.3123], [-1.7409, 1.0443, -1.0788], [-0.7210, 1.7446, 2.0331], [1.7606, -3.5532, 0.1717], [-1.0397, -5.2966, 0.0527], [-1.6751, 1.9870, 2.5024], [2.3680, -1.9429, 0.5942], [0.2274, 1.1539, 3.0500], [0.0244, -5.1319, -0.0489], [3.7319, -4.2299, -0.2689], [-1.6470, 2.5668, -0.1789], [0.5533, -7.0972, -0.6982], [0.9153, -6.1084, -0.4573], [0.4958, 1.8899, 3.8048], [-2.1553, -0.0953, 1.1205], [-1.1506, 1.6165, -0.3636], [0.7461, -0.4995, 0.5518], [2.2574, -5.7872, -0.5413], [-1.6187, -1.5224, 1.0983], [-2.0986, -2.4816, 0.5668], [-0.4474, -1.5608, 1.7634], [2.6853, -4.4980, -0.2164], [-0.1870, 0.2714, 3.5362], [-0.3013, 2.6629, 1.6249], [2.9793, -6.5307, -0.8526]], "mulliken_spin": [0.00, 0.00, 0.02, 0.00, 0.00, 0.02, 0.15, -0.01, 0.00, 0.08, 0.00, 0.00, 0.03, 0.00, 0.00, -0.37, -0.01, -0.02, 0.00, 0.00, 0.00, -0.03, 0.00, -0.01, 0.01, 1.14, 0.01, 0.03, 0.01, -0.01, -0.04, 0.00, 0.00, 0.00], "charge": 2, "homo_lumo_gap_ha": [0.238, 0.260], "spin_multiplicity": 2, "relative_energy_kj_mol": 74.9, "energy_ha": -1415.1469, "e_homo_ev": [-16.80, -16.63]}


(5)
{"formula": "C11H14N2", "method": "ωB97M-V/def2-TZVPD", "species": ["H", "C", "H", "C", "C", "N", "C", "H", "H", "H", "H", "C", "C", "H", "C", "N", "C", "H", "C", "C", "H", "C", "H", "H", "H", "H", "H"], "coordinates": [[-4.1435, -0.5780, -0.3445], [2.8897, 0.9070, -0.9156], [-1.9331, 0.5480, 0.8160], [0.9891, 1.5352, 1.0218], [0.6589, 3.8248, 0.0182], [-1.1093, -1.3748, 0.4174], [1.2779, 2.4985, -0.0260], [-3.6173, -3.0479, -0.8889], [1.1946, -0.5057, 1.7171], [3.0822, -0.9284, 0.1487], [0.6204, 4.1193, 1.0563], [1.5289, 0.2713, 0.9837], [-3.0425, -2.2906, -0.4189], [-0.0295, -3.8107, 0.3768], [2.2311, 2.1002, -0.9764], [-3.2256, -0.9355, -0.1752], [2.5504, -0.0133, 0.0472], [-0.9056, -4.1841, -1.0940], [-1.7195, -2.6177, -0.0495], [-1.0311, -3.8754, -0.0123], [-1.5721, -4.7250, 0.5252], [-2.0592, -0.4475, 0.4201], [2.5909, 2.8005, -1.6797], [1.1681, 4.5510, -0.6006], [0.3208, 1.7610, 1.7516], [-0.3433, 3.8149, -0.4407], [3.6286, 0.6029, -1.6777]], "lowdin_charge": [0.13, -0.11, 0.10, -0.06, -0.07, 0.09, -0.26, 0.10, 0.11, 0.09, 0.08, -0.10, -0.07, 0.06, -0.07, 0.03, -0.10, 0.09, -0.33, -0.09, 0.10, -0.18, 0.09, 0.07, 0.07, 0.09, 0.11], "homo_lumo_gap_ha": 0.339, "relative_energy_kj_mol": 115.3, "smiles": "Cc1c[nH]cn1.Cc1ccccc1", "energy_ha": -537.0261, "e_homo_ev": -8.35}


(6)
{"formula": "C11H14N2", "method": "ωB97M-V/def2-TZVPD", "species": ["H", "H", "N", "H", "C", "H", "H", "H", "H", "H", "H", "H", "C", "C", "C", "C", "N", "C", "H", "H", "C", "H", "C", "C", "C", "C", "H"], "coordinates": [[1.9615, 3.8110, 0.0739], [-0.1603, 0.3689, -2.7111], [-1.8536, -1.0245, -0.0683], [-2.1967, -0.7750, -1.0056], [-1.4075, -2.2452, 0.3876], [-0.1289, 4.4422, -1.0677], [-1.0128, -2.6321, 3.8098], [2.5527, -0.6651, -0.3275], [0.8161, -0.9303, -0.2115], [-2.1198, 0.8365, 0.9492], [-0.9875, 2.7858, -2.7936], [2.7319, 1.4264, 0.3364], [0.2379, 1.1633, -2.1844], [-0.2374, 2.4258, -2.0909], [1.6313, -0.6746, -0.8800], [-1.0203, -2.0170, 1.7873], [-1.1860, -0.6545, 2.0331], [1.3826, 3.0326, -0.3408], [0.5679, -2.9690, 2.7075], [1.7607, -1.3414, -1.7595], [1.2817, 0.7299, -1.2357], [-1.6150, -3.0907, -0.1531], [-0.5628, -2.9672, 2.8717], [1.8933, 1.7714, -0.3448], [0.2179, 3.3782, -1.1751], [-1.8268, -0.1249, 0.9603], [-0.7201, -4.0605, 2.4329]], "lowdin_charge": [0.08, 0.07, 0.02, 0.16, -0.07, 0.11, 0.07, 0.06, 0.05, 0.07, 0.10, 0.12, -0.06, -0.15, -0.07, -0.34, 0.07, -0.10, 0.09, 0.09, -0.21, 0.07, -0.07, -0.05, -0.07, -0.17, 0.11], "homo_lumo_gap_ha": 0.329, "relative_energy_kj_mol": 216.5, "smiles": "Cc1c[nH]cn1.Cc1ccccc1", "energy_ha": -536.9876, "e_homo_ev": -8.15}


(7)
{"formula": "C11H14N2O", "method": "ωB97M-V/def2-TZVPD", "species": ["H", "H", "N", "N", "H", "H", "H", "C", "H", "C", "H", "H", "O", "C", "C", "C", "H", "H", "H", "H", "C", "C", "C", "H", "C", "C", "C", "H"], "coordinates": [[2.8726, 1.2289, 2.5592], [2.0264, -2.5333, -2.3522], [2.5268, 1.3976, 1.6199], [-1.9242, -0.2910, -1.9033], [1.4252, 1.6383, -0.7434], [-2.3241, 0.4891, 2.3179], [-2.0590, -0.0285, -2.8625], [1.3147, -2.0613, -1.6781], [1.2973, 3.4776, -0.3655], [0.4432, -1.4724, 0.4778], [0.4997, -1.4146, 1.5578], [2.3094, -2.4085, 0.2406], [1.5428, 3.3557, 2.0868], [1.4579, -2.0178, -0.2887], [-0.7080, -0.8505, -1.5598], [1.1360, 2.4472, -0.0798], [0.0981, -1.6241, -3.4174], [-3.4849, -0.7165, 1.6754], [2.8531, 0.6795, 0.9929], [-3.6352, 0.3657, -0.6675], [1.7347, 2.4407, 1.3084], [-2.6331, -0.0171, -0.7665], [-0.6559, -0.8779, -0.1557], [0.0483, 2.4210, 0.0525], [-2.4382, -0.4265, 1.7405], [0.2371, -1.5158, -2.3507], [-1.8983, -0.3606, 0.3360], [-2.0624, -1.3248, 2.2253]], "lowdin_charge": [0.11, 0.10, 0.15, 0.08, 0.07, 0.08, 0.15, -0.11, 0.08, -0.04, 0.11, 0.09, 0.03, -0.11, -0.22, 0.00, 0.11, 0.07, 0.09, 0.12, -0.62, -0.06, -0.16, 0.08, -0.04, -0.02, -0.23, 0.07], "homo_lumo_gap_ha": 0.321, "relative_energy_kj_mol": 65.1, "smiles": "Cc1c[nH]c2ccccc12.CC(N)=O", "energy_ha": -612.3260, "e_homo_ev": -7.99}


(8)
{"formula": "C11H14N2O", "method": "ωB97M-V/def2-TZVPD", "species": ["H", "C", "C", "C", "H", "C", "N", "H", "C", "C", "H", "N", "H", "H", "H", "H", "O", "C", "H", "H", "C", "H", "H", "H", "H", "C", "C", "C"], "coordinates": [[2.7271, 0.7919, 1.9029], [1.3542, 0.0211, 0.4640], [4.9800, 1.1646, 0.4231], [-2.9795, 0.2591, 0.0476], [-0.6720, -0.7871, -0.6400], [-3.0052, -1.3482, 1.4714], [-2.2754, -0.8182, 0.5285], [4.2615, 0.3108, -2.0592], [2.2582, -0.3068, -1.7496], [1.2057, -0.4211, -0.8451], [-1.3794, 1.3585, -1.0121], [-4.1662, -0.6703, 1.6237], [5.2335, 0.8537, 1.4385], [2.0460, -0.7008, -2.7386], [5.7606, 0.8671, -0.2722], [-4.7422, -0.7400, 2.4488], [0.0339, -0.9477, -1.2931], [3.6540, 0.6099, -0.0015], [-2.7698, -2.2458, 2.0152], [-3.0011, 1.9904, -1.1464], [-4.1433, 0.3823, 0.7410], [0.5298, -0.1462, 1.1416], [-2.4847, 0.5358, -2.0160], [-5.0119, 1.0149, 0.6307], [4.9879, 2.2608, 0.4101], [2.6126, 0.4214, 0.8904], [-2.4286, 1.0628, -1.0592], [3.4550, 0.2402, -1.3319]], "lowdin_charge": [0.11, -0.02, -0.07, -0.35, 0.03, -0.18, 0.09, 0.11, -0.02, -0.34, 0.08, 0.04, 0.08, 0.12, 0.07, 0.15, 0.02, -0.30, 0.12, 0.08, -0.06, 0.10, 0.09, 0.12, 0.08, -0.06, -0.04, -0.05], "homo_lumo_gap_ha": 0.312, "relative_energy_kj_mol": 83.7, "smiles": "Cc1ccc(O)cc1.Cc1c[nH]cn1", "energy_ha": -612.3189, "e_homo_ev": -7.80}